--- A ---
Density functional theory data (wB97M-V/def2-TZVPD) for a 2-piece molecular cluster, C2H8NO2 overall.

Last column: natural (NBO) charge in e.
Atoms and positions in Å:
C (1.55466, -1.44952, 0.64737)  -0.23
C (-0.82655, 1.32971, -0.92013)  0.13
H (1.98055, -0.97144, 1.54270)  0.12
H (-0.05987, 2.10320, -0.70250)  0.08
H (1.93005, -2.49116, 0.65421)  0.12
N (-1.67463, 1.26593, 0.30988)  -0.90
O (0.16567, -1.40194, 0.60876)  -0.83
H (1.99615, -0.95752, -0.23487)  0.16
H (-1.49470, 1.71717, -1.71566)  0.09
H (-1.03636, 1.06428, 1.07584)  0.34
O (-0.25922, 0.14957, -1.28852)  -0.92
H (-2.18602, 0.39182, 0.21840)  0.34
H (-0.08972, -0.75011, -0.19549)  0.50

## Properties
E_LUMO: 4.44 eV
Molecular weight: 78.09 g/mol
E_HOMO: -3.4 eV
Total charge: -1

--- B ---
Density functional theory data (wB97M-V/def2-TZVPD) for a 2-piece molecular cluster, C2H8NO2 overall.

Last column: natural (NBO) charge in e.
Atoms and positions in Å:
O (-0.58740, -0.43822, 0.56066)  -0.93
C (2.69636, 0.23853, -0.27735)  -0.23
H (0.81236, 0.02790, 0.50003)  0.51
C (-1.45495, 0.35060, -0.11907)  0.12
H (-1.85902, 1.17206, 0.49694)  0.08
H (-2.82856, -1.06239, 0.13149)  0.35
N (-2.65870, -0.37355, -0.59250)  -0.91
H (3.67486, 0.58865, 0.06578)  0.14
H (-2.49505, -0.83140, -1.47763)  0.33
O (1.80333, 0.25253, 0.78303)  -0.80
H (2.35702, 0.83090, -1.14990)  0.13
H (-0.99891, 0.77006, -1.04422)  0.08
H (2.82204, -0.75458, -0.75160)  0.12

## Properties
E_LUMO: 4.34 eV
Molecular weight: 78.09 g/mol
E_HOMO: -3.3 eV
Total charge: -1

Which one sits at the top of the stability order? A does.

--- A ---
Density functional theory data (wB97M-V/def2-TZVPD) for a 2-piece molecular cluster, C2H6BrNO2S overall.

Last column: natural (NBO) charge in e.
Atoms and positions in Å:
N (0.46592, 0.02875, -0.22924)  -0.60
H (-0.12783, -0.35728, 1.76300)  0.22
O (0.93653, 2.24503, -1.33615)  -0.88
H (-0.75884, 0.65340, -1.67501)  0.24
H (-0.27148, -1.05114, -1.93701)  0.23
H (1.39855, -0.69430, 1.52455)  0.24
S (0.76522, 1.64703, -0.03628)  1.95
H (0.07507, -1.73935, 0.93919)  0.23
O (1.89051, 1.82835, 0.85699)  -0.87
Br (-3.13148, -0.97412, 0.90263)  -0.06
H (-1.24880, -0.56529, -0.55194)  0.18
C (0.44980, -0.71037, 0.97139)  -0.47
C (-0.44317, -0.31071, -1.19212)  -0.41

## Properties
E_LUMO (spin up / spin down): -2.22 / -4.02 eV
Molecular weight: 188.05 g/mol
E_HOMO (spin up / spin down): -10.3 / -9.5 eV
Total charge: 0

--- B ---
Density functional theory data (wB97M-V/def2-TZVPD) for one molecule with the formula C2H6BrNO2S.

Last column: natural (NBO) charge in e.
Atoms and positions in Å:
H (-1.18170, 1.33101, -0.49665)  0.18
H (-1.66043, -1.50381, -0.05872)  0.21
H (0.55180, 2.00874, -0.05636)  0.20
S (1.58296, -0.59406, 0.64230)  1.49
C (-0.28097, 1.16526, 0.12722)  0.07
N (0.07629, -0.18358, 0.08816)  -0.67
H (-0.13172, -2.22143, -0.49025)  0.26
H (-1.15869, 2.32695, 1.33963)  0.46
O (-0.72994, 1.43753, 1.45423)  -0.72
H (-0.87701, -0.93843, -1.51952)  0.20
Br (2.91623, 0.42007, -1.00251)  -0.34
O (1.64501, -2.02220, 0.44651)  -0.90
C (-0.75183, -1.22607, -0.47405)  -0.44

## Properties
E_LUMO: -0.19 eV
Molecular weight: 188.05 g/mol
E_HOMO: -9.5 eV
Total charge: 0

Which one sits at the top of the stability order? B does.

--- A ---
Density functional theory data (wB97M-V/def2-TZVPD) for an isolated ion of composition C3H8N2OS and charge +1.

Last column: natural (NBO) charge in e.
Atoms and positions in Å:
S (1.83144, -2.53666, -0.67741)  0.03
C (0.07968, -0.52777, -0.46381)  -0.31
H (-0.25520, -0.96424, -1.44791)  0.29
C (1.51295, -0.61086, -0.54150)  -0.50
H (-1.81448, -0.02932, 1.49357)  0.43
H (-0.00065, 1.25438, -1.25579)  0.42
O (-1.19676, 2.95279, 0.30008)  -0.47
H (-0.33220, -1.18634, 0.32566)  0.26
H (1.94786, -0.37099, 0.43993)  0.24
C (-1.08153, 1.68845, 0.38920)  0.72
N (-1.87672, 0.85419, 1.03349)  -0.76
H (-2.71442, 1.17537, 1.39210)  0.43
H (2.14978, -2.71281, 0.58392)  0.14
H (2.03164, 0.19878, -1.12480)  0.26
N (-0.28140, 0.81504, -0.44674)  -0.18

## Properties
E_LUMO (spin up / spin down): -3.49 / -8.75 eV
Molecular weight: 120.18 g/mol
E_HOMO (spin up / spin down): -13.8 / -13.7 eV
Total charge: +1
2S+1: 2

--- B ---
Density functional theory data (wB97M-V/def2-TZVPD) for an isolated ion of composition C3H8N2OS and charge +1.

Last column: natural (NBO) charge in e.
Atoms and positions in Å:
H (1.34623, -1.30004, -2.49149)  0.44
C (0.74611, -0.87058, -0.64875)  0.67
C (-0.92089, -0.37454, 0.99840)  -0.62
O (0.38880, -2.02455, -0.39722)  -0.34
N (0.28475, 1.48873, -0.39420)  -0.73
H (1.22346, 0.27513, 1.01026)  0.27
N (1.38289, -0.54583, -1.86189)  -0.75
H (1.05767, 2.17667, -0.08156)  0.42
H (1.70298, 0.41834, -1.93061)  0.44
H (-1.51632, -0.90921, 0.21745)  0.28
H (-2.96452, 0.22114, 1.82768)  0.15
C (0.32680, 0.25586, 0.36175)  -0.12
H (-0.50160, -1.31536, 1.51434)  0.30
H (-0.73575, 1.75598, -0.11422)  0.42
S (-1.82059, 0.74826, 1.99005)  0.15

## Properties
E_LUMO (spin up / spin down): -3.54 / -8.81 eV
Molecular weight: 120.18 g/mol
E_HOMO (spin up / spin down): -14.1 / -13.6 eV
Total charge: +1
2S+1: 2

Which one sits at the top of the stability order? B does.

--- A ---
Density functional theory data (wB97M-V/def2-TZVPD) for one molecule with the formula C4H5OPS.

Last column: natural (NBO) charge in e.
Atoms and positions in Å:
H (2.84065, 1.26501, 1.06844)  0.49
H (-1.77819, -1.49582, 0.74810)  0.21
C (-1.19133, 0.29532, 0.17453)  -0.19
C (-0.46813, 1.25340, -0.25454)  -0.51
C (-0.04347, -1.63438, -0.40254)  -0.19
C (-0.87549, -1.16869, 0.47764)  -0.29
H (-1.04359, 2.10826, -0.65973)  0.23
O (1.89585, 0.94747, 1.15565)  -0.95
H (-2.19173, 0.20129, 0.27465)  0.20
H (0.20450, -2.58638, -0.75825)  0.21
S (1.19173, -0.51386, -1.42212)  -0.15
P (1.45920, 1.32839, -0.40182)  0.94

## Properties
E_LUMO: 0.65 eV
Molecular weight: 132.12 g/mol
E_HOMO: -9.1 eV
Total charge: 0
SMILES: OP1C=CC=CS1

--- B ---
Density functional theory data (wB97M-V/def2-TZVPD) for a 2-piece molecular cluster, C4H5OPS overall.

Last column: natural (NBO) charge in e.
Atoms and positions in Å:
C (-1.44781, 1.23293, -0.87860)  -0.37
C (-0.40761, 1.95952, -0.41457)  -0.22
S (-1.17170, -0.44492, -0.42030)  0.43
P (0.77254, -2.82915, 1.04279)  0.75
H (1.52228, -3.51499, 0.03594)  -0.10
C (0.36457, -0.00428, 0.11968)  0.10
H (-2.25833, 1.53536, -1.35696)  0.22
H (1.42157, 1.93931, 0.72832)  0.27
H (-0.41849, -2.82319, 0.33733)  -0.10
O (1.31583, -1.39128, 1.14913)  -0.86
C (0.56919, 1.29240, 0.32886)  -0.35
H (-0.26203, 3.04829, -0.67162)  0.23

## Properties
E_LUMO (spin up / spin down): -0.68 / -0.69 eV
Molecular weight: 132.12 g/mol
E_HOMO (spin up / spin down): -8.2 / -8.2 eV
Total charge: 0

Which one sits at the top of the stability order? A does.

--- A ---
Density functional theory data (wB97M-V/def2-TZVPD) for C8H19NO as an isolated structure.

Last column: natural (NBO) charge in e.
Atoms and positions in Å:
H (0.88841, 0.20452, 0.72442)  0.44
C (-1.69050, -0.55519, -2.24669)  -0.64
C (2.48098, -1.12233, 1.01639)  -0.41
H (-0.90789, -0.84586, -2.94255)  0.22
H (1.51189, 0.22456, 3.14948)  0.19
H (-0.65220, 2.40381, 0.50990)  0.21
C (-2.20015, -0.13354, 0.19916)  -0.66
H (-1.76332, -0.04502, 1.19226)  0.19
H (3.20641, -0.37737, 1.35896)  0.19
H (-1.41263, 2.47696, -1.06311)  0.22
C (0.82145, -0.49831, 2.70259)  -0.41
H (0.23480, 3.07743, -0.87365)  0.21
H (2.59610, -1.26934, -0.05349)  0.22
H (-0.19279, -0.11815, 2.82213)  0.21
H (0.91645, -1.44951, 3.23234)  0.20
H (-2.93982, -0.93621, 0.23345)  0.22
H (-2.09266, 0.41236, -2.54079)  0.20
O (-0.47376, -1.62742, -0.50086)  -0.83
C (0.05853, 0.92033, -0.88405)  -0.09
H (-2.70238, 0.79517, -0.05864)  0.20
H (2.67145, -2.07386, 1.51752)  0.20
C (1.12549, 0.77024, -1.66660)  -0.44
H (0.27411, -1.38315, 0.50653)  0.48
C (-0.46041, 2.29410, -0.55985)  -0.67
H (1.47281, -0.21905, -1.94064)  0.20
H (-2.48057, -1.30806, -2.29164)  0.21
N (1.10480, -0.70185, 1.28428)  -0.64
C (-1.13272, -0.51884, -0.82729)  0.38
H (1.73808, 1.60359, -1.99958)  0.19

## Properties
E_LUMO: 0.73 eV
Molecular weight: 145.25 g/mol
E_HOMO: -8.2 eV
Total charge: 0

--- B ---
Density functional theory data (wB97M-V/def2-TZVPD) for a 2-piece molecular cluster, C8H19NO overall.

Last column: natural (NBO) charge in e.
Atoms and positions in Å:
C (-0.82261, -1.96028, -1.11104)  0.67
H (-0.65289, 2.73756, -1.15918)  0.21
H (1.52483, 2.85140, 1.90413)  0.20
C (0.64791, 2.97963, 1.24748)  -0.60
H (-0.22837, 3.21834, 1.87337)  0.20
H (1.00499, 0.38084, 2.06077)  0.20
C (-0.82560, 1.90104, -0.46132)  -0.61
H (-0.74821, 0.74778, 2.03001)  0.20
H (1.69564, -2.04975, 0.05604)  0.21
H (0.83748, 3.82848, 0.56915)  0.21
C (0.13395, 0.53700, 1.40235)  -0.61
N (-0.25846, -2.80862, -0.20714)  -0.63
H (-2.80178, -2.84034, -1.23248)  0.23
H (1.55508, -3.39491, -1.11873)  0.21
H (1.41932, -3.72155, 0.63746)  0.20
H (1.45446, 0.46972, -1.00482)  0.23
H (-2.66122, -1.49519, -0.05769)  0.23
C (1.62192, 1.38878, -0.41837)  -0.61
H (-1.02104, 0.98784, -1.04825)  0.22
H (-0.86126, -3.31567, 0.44559)  0.40
O (-0.14016, -1.33054, -1.91379)  -0.63
C (0.39454, 1.70161, 0.44253)  -0.06
H (1.82262, 2.21943, -1.11576)  0.21
H (2.50997, 1.24234, 0.21923)  0.20
H (-0.05053, -0.39179, 0.83674)  0.21
C (-2.33190, -1.86019, -1.04507)  -0.72
H (-2.67803, -1.15099, -1.81568)  0.25
H (-1.71874, 2.12741, 0.14504)  0.20
C (1.17807, -2.99938, -0.16059)  -0.42

## Properties
E_LUMO: 0.77 eV
Molecular weight: 145.25 g/mol
E_HOMO: -9.8 eV
Total charge: 0
SMILES: CC(C)(C)C.CNC(C)=O

Which one sits at the top of the stability order? B does.

--- A ---
Density functional theory data (wB97M-V/def2-TZVPD) for a 2-piece molecular cluster, C4H11N2O overall.

Last column: natural (NBO) charge in e.
Atoms and positions in Å:
H (-0.22028, 0.33372, 0.72210)  0.27
C (-1.67299, 0.77668, -1.43972)  -0.42
H (-1.53267, -0.09092, -2.09516)  0.16
O (1.15809, 0.73464, -0.58857)  -0.98
H (1.91588, 0.50322, 1.31520)  0.06
H (2.34957, -1.36516, -0.27319)  0.34
C (2.20884, 0.58007, 0.24183)  0.13
C (-1.39222, -1.22370, 1.58137)  -0.60
H (-3.00341, -0.10703, -0.09391)  0.34
H (3.60567, -0.49311, -0.81366)  0.32
H (2.94330, 1.41007, 0.17280)  0.07
C (-1.17924, -0.19158, 0.75252)  0.03
H (-2.33879, -1.75776, 1.60897)  0.16
H (-0.71367, 1.28222, -1.34192)  0.28
H (-2.42854, 1.43956, -1.87286)  0.16
H (-0.59829, -1.55419, 2.23534)  0.20
N (3.01720, -0.65078, -0.00394)  -0.91
N (-2.11844, 0.37405, -0.10720)  -0.62

## Properties
E_LUMO: 4.11 eV
Molecular weight: 103.14 g/mol
E_HOMO: -2.9 eV
Total charge: -1

--- B ---
Density functional theory data (wB97M-V/def2-TZVPD) for an isolated ion of composition C4H11N2O and charge -1.

Last column: natural (NBO) charge in e.
Atoms and positions in Å:
H (1.96518, -1.01629, -0.33151)  0.18
H (-2.61994, 0.25332, 1.60902)  0.05
H (-0.17379, 0.90475, 1.24014)  0.15
N (-0.34392, -1.20223, 1.29710)  -0.85
H (3.42972, 0.80902, -0.42168)  0.34
H (2.07485, 1.72198, -0.78867)  0.34
O (-2.74572, -0.40725, -0.51487)  -0.93
H (-1.21606, -1.62249, 1.67247)  0.36
H (-0.13196, -1.73806, 0.45835)  0.34
C (1.52217, -0.18422, -0.77934)  -0.20
H (-0.19357, 0.90915, -1.26148)  0.19
H (-2.35758, 1.41868, 0.52422)  0.04
H (1.79597, -0.24414, -1.84299)  0.14
C (-0.62239, 0.05770, 0.70627)  -0.09
C (-2.24131, 0.26750, 0.51445)  0.00
C (0.02149, -0.03988, -0.70253)  -0.45
H (-0.56730, -0.84539, -1.12343)  0.25
N (2.40416, 0.95783, -0.25553)  -0.85

## Properties
E_LUMO: 3.84 eV
Molecular weight: 103.14 g/mol
E_HOMO: -2.5 eV
Total charge: -1
SMILES: NCC[C@H](N)C[O-]

--- C ---
Density functional theory data (wB97M-V/def2-TZVPD) for C4H11N2O as an isolated structure.

Last column: natural (NBO) charge in e.
Atoms and positions in Å:
H (-0.48161, 1.62698, -1.47229)  0.20
C (-0.29767, -0.16195, -0.05570)  0.01
O (2.12198, -1.11251, -0.09151)  -0.74
H (-0.76053, -2.11003, -0.84794)  0.20
H (-1.89962, 1.25316, -0.37283)  0.15
H (2.84672, 0.54476, 0.75448)  0.34
C (-0.74660, 1.19322, -0.50713)  -0.63
H (-0.38827, 0.09195, 2.12352)  0.20
H (-2.12256, -1.05625, -0.83902)  0.15
H (-0.38491, 1.76965, 0.27596)  0.22
H (-1.61270, -0.94798, 1.33217)  0.16
H (-0.82426, -0.72374, -2.01799)  0.20
N (1.98924, 1.01837, 0.44965)  -0.79
N (1.52795, -0.06002, -0.49377)  0.02
H (0.08460, -1.47957, 1.57004)  0.22
C (-0.51240, -0.57557, 1.36544)  -0.63
H (2.43956, 1.79939, -0.14064)  0.31
C (-0.97889, -1.06987, -1.03244)  -0.61

## Properties
E_LUMO (spin up / spin down): 4.06 / 4.06 eV
Molecular weight: 103.14 g/mol
E_HOMO (spin up / spin down): -1.4 / -1.4 eV
Total charge: -1

Which one sits at the top of the stability order? A does.